Entry 1:
Below is 3 unconnected molecules or ions with the total composition C4H14O2S2, with properties calculated with ωB97M-V/def2-TZVPD.

```
22
Properties=species:S:1:pos:R:3:forces:R:3:mulliken_charge:R:1
S 0.5044 1.0973 2.2140 0.0 0.2 0.1 -0.115
H 0.6350 2.5589 -1.6307 0.0 0.3 0.5 0.285
H -0.1968 -1.0420 3.2101 0.0 0.2 0.1 0.194
H -1.0765 2.5435 -2.1060 0.2 0.1 0.7 0.340
C 0.0820 1.1041 -3.0801 -0.1 -0.2 1.2 -1.121
O -1.6257 -1.7467 1.4959 0.6 -0.5 -0.3 -0.606
H -0.4176 0.1324 -3.0601 -0.2 0.1 -0.1 0.311
C 0.6467 -0.3615 3.2711 1.0 -0.3 -0.5 -0.697
H 1.5633 -0.8824 2.9634 -0.3 -0.1 0.0 0.265
C -0.2257 1.9226 -1.7835 -0.6 -0.2 -1.7 -0.438
O 1.9290 -2.7939 -0.1267 0.6 -0.4 0.0 -0.638
H -1.4234 1.5199 -0.0206 0.4 0.2 0.8 0.536
H 1.2401 -3.3194 -0.5473 -0.1 0.5 0.2 0.295
H -2.2490 -1.9799 2.1846 -0.4 0.4 -0.1 0.298
H -1.0674 0.1669 -1.0235 -0.4 0.0 -0.1 0.360
H 0.8921 0.0152 4.2598 -0.4 0.1 0.2 0.357
H 1.1302 0.8839 -3.0925 0.7 -0.1 -0.4 0.294
H -0.2082 1.6532 -3.9671 0.1 0.0 -0.2 0.341
C -0.6229 1.0627 -0.5885 -0.2 -0.8 -1.2 -0.818
H -1.8873 -0.9533 1.0223 -0.4 0.0 0.4 0.319
S 0.7809 0.3376 0.3051 0.1 0.8 0.6 -0.042
H 1.5966 -1.9193 0.1002 -0.5 -0.2 -0.2 0.279
```
Positions in Å, forces in eV/Å.

Calculated values
**SMILES**: CCCSSC.O.O
**Molecular weight**: 158.288 g mol⁻¹
**Energy above the lowest of the compared OMol25 structures with the same formula, charge and spin**: 0.600 eV
**F_max**: 0.034 hartree/bohr
**Highest occupied orbital energy**: -8.300 eV



Entry 2:
Below is a molecular structure, C33H29F6N3OP3RuS, with properties calculated with ωB97M-V/def2-TZVPD.

```
77
Properties=species:S:1:pos:R:3:forces:R:3:mulliken_charge:R:1
P -2.3612 -0.3481 -0.3337 -0.3 -0.8 -1.3 0.392
C -3.5097 0.2437 -1.5867 0.4 -0.1 0.7 0.743
N 3.8248 2.1460 2.8320 1.5 2.0 0.6 -1.125
C -0.7390 -1.1187 2.5447 0.1 0.1 -0.1 -0.379
C -3.6766 -4.7070 0.1859 -0.1 0.0 0.1 -0.549
H -4.4386 -4.1144 2.0964 0.0 0.0 0.1 0.529
C -2.6427 -2.9848 -1.1307 0.0 0.0 0.1 -0.596
C -3.1736 1.2199 -2.5280 0.0 0.2 -0.2 -0.561
C -5.6178 -0.1150 -2.6795 -0.1 0.0 0.1 -0.693
C 2.7458 -2.4478 0.0660 -0.2 0.1 -0.1 -0.557
H -5.0626 -1.0579 -0.8440 0.0 -0.1 0.0 0.456
H 3.8282 -0.0519 5.1533 0.0 0.1 -0.1 0.227
H 5.0903 -3.0647 -2.2875 0.1 -0.1 -0.1 0.430
C 2.3167 3.7675 -2.4478 0.0 0.2 -0.2 -0.565
H -2.2012 -2.6659 -2.0648 0.0 0.0 0.0 0.484
C -4.0344 1.4647 -3.5814 0.1 0.1 0.1 -0.605
H -3.7795 2.1924 -4.3349 0.1 0.1 0.0 0.432
C 3.3507 3.9638 -0.2256 -0.2 -0.4 0.3 0.822
C 3.4654 -1.6890 -2.5166 0.1 0.0 0.0 -0.810
P -0.7767 3.1330 1.5614 0.6 -0.8 -0.1 1.335
H 1.7922 -0.3543 -2.4418 0.0 0.0 -0.1 0.398
F 0.6182 3.4804 0.7177 -0.3 0.0 0.1 -0.146
F -0.8156 1.6878 0.6102 0.2 0.4 0.1 -0.375
C 3.6816 3.5034 1.0629 0.6 1.0 -0.1 -0.638
C 4.2151 -2.6330 -1.8277 -0.1 0.1 0.1 -0.561
H -1.8006 -3.8826 4.1624 -0.1 -0.1 0.1 0.511
C 3.5691 5.7438 -1.8677 0.4 0.1 0.8 -0.708
C 3.5161 1.0624 3.4800 -1.1 -1.3 -0.6 0.737
H 3.7556 -1.3892 -3.5132 0.0 0.0 0.0 0.470
F -1.6398 3.8170 0.4331 0.0 0.1 0.3 -0.405
H -2.2526 1.7763 -2.4349 0.1 0.0 -0.1 0.439
C -0.6869 -0.4393 -1.1232 0.0 0.5 0.7 -1.648
C 2.7923 5.0099 -2.7794 -0.5 -0.9 -0.1 -0.568
F -2.0114 2.5562 2.3568 0.0 0.3 0.0 -0.382
H -5.9170 0.9785 -4.4906 0.0 0.0 -0.1 0.418
H -1.7892 -1.4308 4.3830 0.0 0.1 0.1 0.534
H 4.3694 4.1247 1.6344 -0.1 -0.1 0.1 0.407
C -1.3401 -1.8971 3.5191 0.0 -0.1 0.1 -0.976
H 0.2027 -3.5822 0.3970 0.0 -0.1 0.0 0.593
C 3.8369 5.2273 -0.6265 0.1 0.4 -0.3 -0.771
H -3.6762 -1.7764 1.8683 -0.1 0.0 0.1 0.542
C -2.8536 -2.0842 -0.0867 -0.1 0.4 0.1 0.649
C -4.7717 -0.3664 -1.6207 -0.2 -0.1 -0.1 -0.578
C 1.9712 -1.5229 -0.6376 0.0 0.0 0.1 0.862
C -3.9200 -3.8005 1.2047 0.0 -0.1 -0.1 -0.858
P 0.6121 -0.6592 0.1870 0.0 -1.1 -0.6 1.445
F 0.2609 2.2527 2.5704 -0.4 0.2 -0.4 -0.334
H -0.6435 -1.2871 -1.8152 -0.1 0.1 0.1 1.133
C 2.5701 3.1913 -1.1759 0.2 0.5 -0.1 0.488
H 1.7026 3.2033 -3.1324 0.0 -0.1 -0.1 0.478
H 3.9456 6.7172 -2.1393 0.0 0.1 0.0 0.447
C 3.8591 -3.0034 -0.5357 0.1 0.1 -0.1 -0.841
S 2.3415 -0.0683 2.8160 -0.2 0.2 -0.3 -0.313
C 2.3558 -1.1191 -1.9217 -0.3 0.0 0.2 -0.396
N 4.0932 0.7724 4.6355 0.0 0.2 -0.1 -0.339
Ru 1.8109 1.2123 0.9100 -0.6 0.0 1.1 0.619
C -3.5033 -2.4859 1.0722 0.0 0.2 0.0 0.028
C -3.0505 -4.2961 -0.9798 0.1 0.0 -0.2 -0.893
C -1.3562 -3.2765 3.3894 0.0 0.1 0.0 -0.654
F -0.5885 4.4069 2.4414 -0.3 0.0 0.0 -0.304
H 4.4175 5.8062 0.0767 0.1 0.0 0.1 0.434
C -0.8128 -3.8822 2.2653 0.1 0.0 -0.1 -1.073
H -0.4932 0.4955 -1.6512 0.0 -0.1 0.0 0.719
H 4.4618 -3.7148 0.0037 0.1 -0.1 0.1 0.463
H -0.8500 -4.9549 2.1569 0.0 -0.1 0.0 0.483
H 2.5609 5.4315 -3.7465 0.0 0.0 -0.1 0.443
H -0.7017 -0.0428 2.6640 0.0 0.0 0.0 0.212
C -0.1673 -1.7297 1.4241 0.3 0.3 0.1 1.030
C -5.2442 0.7860 -3.6694 0.0 -0.1 0.1 -0.501
H -3.9871 -5.7346 0.2890 -0.1 -0.1 0.0 0.457
N 3.2908 2.4002 1.6600 0.0 -0.9 0.0 0.828
H -6.5737 -0.6120 -2.7304 -0.1 0.0 0.0 0.443
H -2.8944 -4.9911 -1.7919 0.0 -0.1 0.0 0.482
O 2.1257 2.0260 -0.9178 -0.5 -0.6 -0.5 -0.486
H 2.4650 -2.7173 1.0754 0.1 -0.1 0.0 0.425
H 4.7620 1.4135 5.0363 0.0 0.0 0.0 0.255
C -0.2229 -3.1148 1.2759 0.1 0.0 0.0 -0.534
```
Positions in Å, forces in eV/Å.

Calculated values
**Molecular weight**: 823.662 g mol⁻¹
**Multiplicity**: 6
**Total charge**: +2
**Energy above the lowest of the compared OMol25 structures with the same formula, charge and spin**: 0.000 eV
**F_max**: 0.051 hartree/bohr
**Highest occupied orbital energy (spin up / spin down)**: -13.804 / -13.807 eV
**<S²>**: 8.840



Entry 3:
Below is a molecular structure, C32H34AuBrNO2Sb2, with properties calculated with ωB97M-V/def2-TZVPD.

```
73
Properties=species:S:1:pos:R:3:forces:R:3:mulliken_charge:R:1
H 4.3739 3.1773 -1.5149 0.0 0.0 0.0 0.438
Au 1.3538 -1.6817 1.3968 -0.5 1.4 -0.3 0.089
C -2.4660 -4.1152 -0.5036 0.0 0.0 0.0 -0.363
H -5.6998 -5.0417 -0.0990 0.0 0.0 0.0 0.450
H 5.7519 -0.9474 1.4764 0.0 0.0 0.0 0.483
C -3.2820 3.5839 0.1711 0.0 0.0 0.0 -0.880
C 4.0383 -1.1935 3.9993 0.0 0.1 0.1 -1.368
C 2.0832 4.1223 0.7749 0.0 0.0 0.0 -1.095
C -2.4342 -3.0678 0.4106 0.0 -0.1 0.1 0.527
H -1.6207 2.1271 2.4965 0.0 0.0 0.0 0.243
C -3.6454 -4.8154 -0.6924 0.0 0.0 0.0 -0.891
H 4.8137 1.7252 2.8043 0.0 0.1 0.0 0.469
C 1.2690 3.0034 0.7155 -0.1 0.0 -0.1 -0.908
C -3.5656 -2.7278 1.1451 0.0 0.0 -0.1 -0.161
C -1.9417 -1.9118 -3.1795 0.0 0.0 0.0 -0.640
H -2.6116 0.8251 1.8384 0.0 0.0 0.0 0.038
H 4.0171 1.1136 -2.3920 0.0 0.0 0.0 0.494
C 2.6873 1.9904 -0.9544 0.0 0.0 0.1 1.107
H 1.2615 -2.6997 -3.9163 0.0 0.0 0.0 0.456
H -4.0061 3.9590 0.8832 0.0 0.0 0.0 0.461
H -0.7156 2.2663 -2.4028 0.0 0.0 0.0 0.418
H 1.6411 -1.1741 -2.0575 0.0 0.0 0.0 0.447
H 4.5978 -1.5994 0.2925 0.0 0.0 0.0 0.368
H 2.3179 0.7606 -2.6829 0.0 0.0 0.0 0.428
Br -6.2727 -2.9929 1.9427 0.0 0.0 0.0 -0.174
C 1.5421 1.9401 -0.1512 -0.4 0.5 -0.3 0.691
C 4.8584 -0.7315 0.8930 0.0 0.1 -0.1 -1.304
C -2.2877 3.6755 -2.0234 0.0 0.0 0.0 -0.843
H -2.9475 -0.4846 -0.3893 0.0 0.1 0.0 0.179
C -2.9890 -0.4363 -1.4783 0.0 0.0 0.0 -1.602
Sb -0.1233 0.5582 -0.0854 2.2 -1.6 0.0 2.469
C -3.2078 4.1428 -1.0963 0.0 0.0 0.0 -0.723
Sb 3.2952 -0.2766 2.2518 0.6 -0.6 0.2 0.822
C -1.1714 -2.3488 0.6697 0.4 0.3 0.2 0.823
H -3.6844 -5.6314 -1.4013 0.0 0.0 0.0 0.438
C -4.7318 -3.4437 0.9482 0.0 0.0 0.0 -0.235
H 3.1820 -0.0567 -1.3766 0.0 0.0 0.0 0.020
H 0.3823 2.9858 1.3427 0.0 0.0 0.0 0.155
H -3.1459 0.6038 -1.7632 0.0 0.0 0.0 0.333
C -0.8775 -2.5025 -3.8361 0.0 0.0 0.0 -0.789
H -2.9542 -2.1549 -3.4772 0.0 0.0 0.0 0.492
H 4.0524 -2.2708 3.8682 0.0 0.0 0.0 0.470
C -2.4398 2.5397 0.5449 0.0 0.0 0.0 0.723
H -3.8670 -1.0016 -1.7871 0.0 0.0 0.0 0.496
C 1.8950 -3.1448 2.6942 0.0 -0.2 -0.3 -0.221
C 3.7264 1.7292 2.7315 -0.2 0.0 0.0 -0.919
C -4.7816 -4.4867 0.0348 0.0 0.0 0.0 -0.330
H 3.3928 2.4193 1.9702 0.0 0.1 -0.1 0.114
H -1.0608 -3.1962 -4.6460 0.0 0.0 0.0 0.414
C -1.7569 -1.0134 -2.1282 0.0 0.1 -0.1 0.597
H -2.2344 4.1094 -3.0125 0.0 0.0 0.0 0.459
H 3.4042 -0.9483 4.8491 0.0 0.0 0.0 0.403
C 0.4190 -2.2212 -3.4357 0.0 0.0 0.0 -1.050
C -2.5174 1.9122 1.9078 -0.1 0.0 0.0 -1.089
C -1.5294 2.0974 -0.4064 -0.3 -0.2 0.6 0.698
C 0.6298 -1.3380 -2.3927 0.0 -0.1 0.1 -1.067
H 5.0437 -0.8093 4.1704 0.0 0.0 0.0 0.418
C 3.2036 4.1864 -0.0385 0.0 0.0 0.0 -0.741
C -1.4330 2.6384 -1.6795 0.0 0.1 0.0 -0.815
O -0.0707 -2.8621 0.3211 0.1 -0.3 0.0 -0.651
H -1.5703 -4.3688 -1.0534 0.0 0.0 0.0 0.553
C -0.4353 -0.7112 -1.7538 -0.4 0.2 -0.2 1.175
N 2.1793 -3.9783 3.4364 0.1 0.0 0.1 -0.534
H 5.0446 0.1231 0.2447 0.0 0.0 0.0 0.348
O -1.1394 -1.2304 1.2807 -1.5 0.2 0.1 -0.613
H -3.8783 4.9483 -1.3642 0.0 0.0 0.0 0.434
H 1.8369 4.9378 1.4420 0.0 0.0 0.0 0.469
H 3.8451 5.0572 -0.0214 0.0 0.0 0.0 0.409
H -3.5236 -1.9204 1.8627 0.0 0.0 0.0 0.553
C 3.5000 3.1239 -0.8766 0.0 -0.1 0.0 -0.629
H -3.3715 2.2860 2.4688 0.0 0.0 0.0 0.494
H 3.2833 1.9746 3.6933 0.0 0.0 0.0 0.435
C 3.0688 0.8938 -1.9042 0.0 0.0 0.0 -1.365
```
Positions in Å, forces in eV/Å.

Calculated values
**Molecular weight**: 985.020 g mol⁻¹
**Total charge**: +1
**Energy above the lowest of the compared OMol25 structures with the same formula, charge and spin**: 1.142 eV
**F_max**: 0.052 hartree/bohr
**Highest occupied orbital energy (spin up / spin down)**: -11.105 / -11.107 eV